[1]
26
Properties=species:S:1:pos:R:3:forces:R:3 method="wB97M-V/def2-TZVPD" s_squared=2.002 multiplicity=3 total_energy_ev=-59544.678 charge=+2 e_above_lowest_ev=0.0000 homo_energy_ev="-16.872 / -16.887"
O -4.262 -4.354 -2.968 1.200 1.686 0.439
C -3.596 -3.461 -2.733 -1.153 -1.684 -0.437
Tm -0.054 -0.010 -1.975 -0.028 1.259 2.539
C 2.581 0.837 -1.695 4.633 1.000 0.017
O 3.700 1.084 -1.821 -4.152 -0.889 0.562
C 1.933 -1.342 -3.504 -0.998 -2.269 -3.391
O 1.752 -2.030 -4.401 0.874 1.998 2.703
C 1.127 1.612 -3.669 1.394 1.183 -2.857
O 1.807 2.021 -4.484 -1.824 -0.892 2.212
C 1.455 -1.832 -0.825 1.395 -5.483 2.890
O 1.832 -2.820 -0.334 -1.642 5.073 -2.453
H -1.898 -0.132 -1.957 -0.284 -0.207 -0.436
C -1.624 1.916 2.355 0.015 0.050 0.136
P -0.425 0.761 1.671 -0.130 0.394 0.231
C -0.950 -0.874 2.159 0.072 -0.013 0.064
C 1.193 1.175 2.342 -0.108 -0.093 0.065
O -0.349 0.824 0.133 0.621 -0.714 -2.143
H -2.310 1.352 3.006 0.155 0.308 -0.217
H -2.194 2.403 1.552 0.165 -0.161 0.250
H -1.100 2.674 2.958 -0.282 -0.199 -0.243
H -2.018 -0.984 1.936 0.222 0.005 0.077
H -0.388 -1.624 1.598 -0.005 -0.059 0.208
H -0.775 -0.991 3.234 -0.117 -0.152 -0.181
H 1.969 0.715 1.720 -0.063 0.023 0.222
H 1.316 2.268 2.324 -0.006 -0.333 0.008
H 1.279 0.813 3.376 0.047 0.167 -0.265


[2]
62
Properties=species:S:1:pos:R:3:forces:R:3 method="wB97M-V/def2-TZVPD" total_energy_ev=-134195.637 charge=+3 e_above_lowest_ev=0.5377 homo_energy_ev=-16.473
Sc 1.292 -0.136 0.288 0.954 -0.619 -0.093
P 1.071 -0.265 2.835 -0.717 -0.016 1.952
P 0.683 -2.717 0.445 -0.563 -1.930 0.435
P 0.952 2.401 0.694 -0.504 2.178 0.629
H -1.439 -0.531 -6.177 0.738 -0.169 -0.052
C -0.617 0.192 -6.202 0.794 0.624 -0.026
C 0.423 0.254 -5.343 -0.682 0.023 -0.570
H 0.656 -0.538 -4.610 -0.396 0.440 -0.274
C -0.629 -0.274 3.518 -0.345 0.036 -0.359
C 1.727 -1.697 3.739 0.470 -0.404 -0.236
C 1.743 1.057 3.889 0.525 0.411 -0.073
C 0.180 -3.197 -1.242 0.119 0.291 -0.329
C 1.960 -3.971 0.859 0.659 0.202 0.046
C -0.728 -3.357 1.443 -0.094 0.489 -0.023
C 0.519 3.094 -0.929 0.141 -0.246 -0.564
C 2.296 3.513 1.253 0.552 -0.365 0.073
C -0.463 2.976 1.722 0.015 -0.610 0.006
H -0.693 0.920 -7.040 -0.002 -0.385 0.912
H 1.118 1.107 -5.377 -0.213 -0.643 -0.206
H -0.511 -0.336 4.608 -0.081 0.010 -0.230
H -1.203 -1.139 3.167 0.092 0.244 0.128
H -1.163 0.650 3.268 0.079 -0.250 0.090
H 1.516 -1.499 4.800 0.148 -0.188 -0.295
H 2.812 -1.785 3.588 -0.250 -0.059 0.163
H 1.248 -2.639 3.447 0.142 0.290 0.114
H 1.637 0.693 4.922 0.099 0.244 -0.304
H 1.200 2.008 3.794 0.235 -0.398 0.025
H 2.809 1.229 3.681 -0.244 0.009 0.191
H 0.148 -4.294 -1.333 -0.002 0.369 0.084
H 0.924 -2.810 -1.958 -0.340 -0.229 0.002
H -0.814 -2.780 -1.465 0.326 -0.143 -0.018
H 1.575 -4.997 0.732 -0.060 0.492 -0.036
H 2.307 -3.864 1.897 -0.144 -0.018 -0.329
H 2.837 -3.857 0.206 -0.194 -0.081 0.134
H -0.821 -4.437 1.275 0.123 0.213 -0.020
H -1.644 -2.860 1.101 0.176 -0.245 0.194
H -0.592 -3.173 2.516 -0.059 -0.133 -0.305
H 0.355 4.182 -0.857 0.064 -0.385 0.070
H -0.393 2.616 -1.310 0.127 0.161 -0.019
H 1.343 2.913 -1.637 -0.294 0.144 0.077
H 2.001 4.567 1.191 -0.178 -0.248 -0.095
H 3.185 3.376 0.629 -0.081 0.079 -0.015
H 2.595 3.310 2.286 -0.139 -0.008 -0.114
H -0.656 4.026 1.485 0.095 -0.101 0.071
H -0.244 2.861 2.790 -0.136 0.197 -0.317
H -1.343 2.374 1.472 0.125 0.326 0.107
C -2.707 0.211 -1.367 -0.459 -0.058 -0.166
C -2.184 -0.142 -2.639 -0.191 0.438 1.024
C -2.877 0.383 -3.720 -0.624 -0.148 -0.249
C -4.104 1.043 -3.588 -0.204 0.414 0.893
C -4.625 1.304 -2.302 0.052 -0.283 -0.442
C -3.916 0.904 -1.162 0.951 -0.267 -0.406
Se -1.757 -0.122 0.349 0.853 -0.043 -2.028
H -0.528 0.168 -0.574 -0.862 0.039 0.601
H -1.287 -0.764 -2.843 -0.606 0.629 0.481
H -2.458 0.239 -4.701 -0.103 -0.053 -0.031
H -4.668 1.401 -4.463 0.484 -0.278 0.446
H -5.582 1.821 -2.211 0.322 -0.150 0.075
H -4.212 1.121 -0.127 -0.202 0.086 -0.689
O 3.529 -0.226 0.349 -0.350 0.136 0.169
H 4.165 -0.894 0.041 -0.079 0.010 -0.085
H 4.049 0.387 0.900 -0.063 -0.072 -0.193


[3]
12
Properties=species:S:1:pos:R:3:forces:R:3 method="wB97M-V/def2-TZVPD" total_energy_ev=-17789.477 charge=0 e_above_lowest_ev=4.5545 homo_energy_ev=-9.561
C 0.491 1.010 1.162 1.587 1.653 -1.701
C -0.855 -0.288 -0.467 -11.259 9.099 5.962
C 0.147 -0.968 -0.805 9.828 -11.164 0.576
H 0.014 0.202 1.736 1.500 -0.073 0.704
H 1.671 0.992 0.596 -2.845 -0.448 2.929
H 0.354 2.048 1.768 0.288 -2.403 -1.686
H -1.365 -0.010 -1.359 -1.148 0.587 -0.512
H -1.771 -0.542 0.372 2.896 -0.262 -2.190
H 0.672 -1.431 0.308 -0.336 1.639 -3.518
H -0.130 -1.905 -1.285 0.058 -0.226 -0.062
O -0.275 0.983 -0.022 -2.121 1.715 0.114
Cl 1.047 -0.089 -2.004 1.552 -0.117 -0.617


[4]
18
Properties=species:S:1:pos:R:3:forces:R:3 method="wB97M-V/def2-TZVPD" total_energy_ev=-8899.671 charge=0 e_above_lowest_ev=2.0268 homo_energy_ev=-9.289
C 2.333 -0.319 -1.245 0.053 0.027 -0.013
C 1.192 -0.613 -0.307 0.126 -0.137 -0.121
C 0.870 0.235 0.864 0.179 0.007 0.228
N 0.035 0.262 -0.333 -0.105 0.076 -0.100
C -1.251 -0.405 -0.218 -0.132 -0.053 0.034
C -2.296 0.519 0.390 -0.200 -0.126 -0.298
O -1.961 0.938 1.700 0.146 0.228 0.014
H 2.127 -0.714 -2.247 0.030 0.066 0.161
H 3.253 -0.786 -0.876 -0.101 0.064 -0.080
H 2.503 0.759 -1.331 -0.076 -0.181 0.047
H 0.958 -1.673 -0.180 0.072 0.160 -0.021
H 1.446 1.140 1.048 -0.057 -0.150 -0.028
H 0.470 -0.252 1.752 0.034 0.047 -0.115
H -1.568 -0.693 -1.229 -0.010 0.014 0.156
H -1.178 -1.324 0.390 -0.009 0.131 -0.028
H -2.461 1.382 -0.273 0.080 -0.107 0.113
H -3.245 -0.018 0.475 0.098 0.046 -0.030
H -1.228 1.562 1.620 -0.126 -0.110 0.080